{
  "formula": "C22H41ClNOP3Ti",
  "method": "wB97M-V/def2-TZVPD",
  "species": ["Ti", "P", "P", "P", "H", "C", "C", "H", "C", "C", "C", "C", "C", "C", "C", "C", "C", "H", "H", "H", "H", "H", "H", "H", "H", "H", "H", "H", "H", "H", "H", "H", "H", "H", "H", "H", "H", "H", "H", "H", "H", "H", "H", "H", "H", "H", "C", "C", "C", "C", "C", "C", "O", "H", "H", "H", "H", "H", "H", "Cl", "C", "C", "C", "C", "N", "C", "H", "H", "H", "H"],
  "positions_angstrom": [[0.875, 0.569, 0.166], [1.094, 2.843, 1.079], [-0.095, -0.880, 1.957], [-1.322, 1.477, -0.611], [1.672, -0.893, -1.915], [1.083, 0.038, -1.966], [1.717, 1.314, -1.786], [2.812, 1.374, -1.713], [2.777, 3.332, 1.597], [0.158, 3.075, 2.638], [0.620, 4.306, 0.083], [-0.181, -2.446, 1.020], [0.812, -1.452, 3.435], [-1.764, -0.569, 2.614], [-1.398, 2.500, -2.144], [-2.555, 2.304, 0.454], [-2.310, 0.083, -1.220], [0.183, -0.050, -2.584], [1.253, 2.224, -2.184], [3.475, 3.194, 0.762], [3.133, 2.731, 2.442], [2.769, 4.394, 1.882], [0.425, 2.289, 3.357], [-0.925, 3.030, 2.474], [0.417, 4.051, 3.070], [1.107, 4.257, -0.900], [0.974, 5.207, 0.604], [-0.464, 4.380, -0.065], [-0.800, -3.157, 1.584], [0.824, -2.871, 0.905], [-0.593, -2.295, 0.018], [0.250, -2.244, 3.947], [0.981, -0.628, 4.136], [1.794, -1.845, 3.152], [-2.011, -1.310, 3.387], [-2.526, -0.611, 1.828], [-1.805, 0.428, 3.072], [-2.457, 2.616, -2.420], [-0.871, 2.006, -2.969], [-0.959, 3.493, -1.997], [-3.503, 2.368, -0.098], [-2.251, 3.318, 0.731], [-2.726, 1.725, 1.368], [-3.147, 0.449, -1.827], [-2.714, -0.528, -0.407], [-1.701, -0.580, -1.841], [-2.879, -3.301, -2.125], [-3.045, -4.702, -2.113], [-3.442, -5.331, -3.292], [-3.681, -4.586, -4.455], [-3.537, -3.194, -4.438], [-3.183, -2.533, -3.257], [-2.398, -2.645, -1.017], [-2.171, -3.271, -0.299], [-2.856, -5.268, -1.198], [-3.557, -6.417, -3.310], [-3.980, -5.089, -5.377], [-3.701, -2.610, -5.344], [-3.140, -1.445, -3.213], [4.989, 0.263, 4.140], [4.630, 0.004, 2.487], [5.623, -0.409, 1.607], [5.248, -0.615, 0.282], [3.922, -0.428, -0.109], [2.967, -0.019, 0.752], [3.315, 0.184, 2.049], [6.629, -0.578, 1.976], [5.975, -0.920, -0.464], [3.610, -0.599, -1.143], [2.534, 0.493, 2.747]],
  "forces_ev_per_a": [[1.23, -0.83, 0.94], [0.13, 1.95, 0.84], [-0.60, -1.31, 1.37], [-2.30, 0.58, -1.07], [-0.17, 0.33, 0.31], [1.62, 2.48, -1.08], [-0.27, -2.05, -2.36], [-0.48, -0.02, 0.54], [0.38, -0.34, -0.17], [-0.20, -0.36, 0.02], [-0.05, -0.17, -0.28], [0.19, 0.13, -0.31], [0.49, 0.41, 0.14], [-0.28, 0.28, -0.04], [0.58, 0.28, 0.12], [0.15, 0.18, 0.41], [0.15, -0.46, 0.18], [0.04, 0.14, 0.59], [-0.06, -0.40, 0.37], [-0.06, 0.10, 0.16], [-0.13, 0.23, -0.18], [-0.07, -0.31, -0.06], [0.00, 0.20, -0.07], [0.29, 0.06, 0.05], [-0.04, -0.24, -0.16], [-0.07, 0.13, 0.21], [-0.14, -0.28, -0.11], [0.31, 0.00, 0.11], [0.12, 0.13, -0.13], [-0.14, 0.07, 0.15], [-0.02, -0.04, 0.12], [-0.01, 0.21, -0.24], [-0.12, -0.13, 0.02], [-0.18, -0.01, 0.00], [0.12, 0.11, -0.24], [0.17, -0.06, 0.13], [0.04, -0.24, -0.01], [0.31, -0.09, 0.18], [-0.18, 0.07, 0.12], [-0.14, -0.19, -0.12], [0.29, -0.07, 0.05], [-0.10, -0.17, -0.07], [-0.01, 0.15, -0.20], [0.19, 0.11, 0.21], [0.10, 0.17, -0.23], [-0.24, 0.11, 0.14], [-0.55, -1.14, -0.83], [0.15, 0.93, -0.40], [-0.07, 0.13, -0.13], [0.14, 0.14, 0.08], [-0.13, -0.20, 0.20], [0.26, -0.57, 0.24], [0.41, -0.22, 1.30], [-0.65, 0.06, -0.92], [-0.02, 0.11, -0.28], [-0.01, 0.35, 0.01], [0.13, 0.16, 0.35], [-0.09, -0.22, 0.27], [0.05, -0.35, -0.13], [-0.07, 0.05, -0.03], [-0.62, 0.02, 0.34], [-0.49, -0.02, -0.36], [-0.24, -0.03, -0.22], [0.35, 0.04, 0.06], [-0.42, 0.13, 0.32], [0.53, -0.15, -0.35], [0.00, 0.06, -0.17], [-0.08, -0.04, 0.12], [0.29, 0.03, 0.38], [0.31, -0.09, -0.21]],
  "mulliken_spin": [0.83, -0.07, 0.04, -0.03, 0.00, -0.01, 0.19, 0.01, 0.01, 0.02, 0.01, 0.00, 0.00, 0.00, 0.00, 0.00, 0.00, 0.00, 0.00, 0.00, 0.00, 0.00, 0.00, 0.00, 0.00, 0.00, 0.00, 0.00, 0.00, 0.00, 0.00, 0.00, 0.00, 0.00, 0.00, 0.00, 0.00, 0.00, 0.00, 0.00, 0.00, 0.00, 0.00, 0.00, 0.00, 0.00, 0.00, 0.00, 0.00, 0.00, 0.00, 0.00, 0.00, 0.00, 0.00, 0.00, 0.00, 0.00, 0.00, 0.00, 0.00, 0.00, 0.00, 0.00, -0.01, 0.01, 0.00, 0.00, 0.00, -0.01],
  "multiplicity": 2,
  "relative_energy_kcal_mol": 0.00,
  "largest_force_ev_per_a": 3.16,
  "molar_mass_g_mol": 511.818,
  "homo_energy_ev": [-14.82, -14.82],
  "s2": 0.758,
  "e_tot_ha": -3325.608532,
  "charge": 3,
  "gap_ev": [3.59, 3.04],
  "lumo_energy_ha": [-0.4128, -0.4329]
}